Model w:
Here is one molecule with the formula C9H18N2O4 from the Open Molecules 2025 dataset. Energies are from wB97M-V/def2-TZVPD.

As for the HOMO-LUMO gap: 9.18 eV. Its SMILES is CC(C)C[C@H](NC(=O)[C@@H](N)CO)C(=O)O.

Geometry as ORCA input:
```
! wB97M-V def2-TZVPD RIJCOSX def2/J DEFGRID3
* xyz 0 1
C -3.138 -0.703 -0.112
C -1.817 -0.810 0.676
C -3.279 0.700 -0.808
C 0.573 -0.499 0.654
C 0.618 1.022 1.106
C 1.694 -0.716 -0.368
C 3.081 -0.183 0.015
C 4.205 -1.181 -0.187
C 3.268 1.077 -0.647
H -4.866 -0.697 1.350
H -5.214 -1.567 -0.054
H -3.162 -1.510 -0.911
H -2.539 1.422 -0.294
H -2.798 0.578 -1.678
H -4.490 2.319 -0.857
H -0.857 -0.622 -1.021
H 0.319 -1.066 1.586
H 1.165 -0.045 -1.120
H 1.833 -1.870 -0.624
H 2.973 0.177 1.049
H 4.284 -1.369 -1.211
H 3.880 -2.152 0.320
H 5.225 -0.934 0.184
H 4.145 1.611 -0.254
H 2.290 1.614 -0.834
H 3.586 0.901 -1.718
H -0.225 2.711 1.352
N -4.489 -1.134 0.597
N -0.717 -0.695 -0.033
O -1.884 -1.087 1.807
O -4.558 1.373 -0.658
O 1.317 1.439 1.968
O -0.422 1.896 0.728
*
```

Model x:
Here is a 3-piece molecular cluster, C9H18N2O4 overall from the Open Molecules 2025 dataset. Energies are from wB97M-V/def2-TZVPD.

As for the HOMO-LUMO gap: 9.49 eV.

Geometry as ORCA input:
```
! wB97M-V def2-TZVPD RIJCOSX def2/J DEFGRID3
* xyz 0 1
C -3.471 -2.434 1.058
C 4.892 -1.723 -0.164
C 3.505 -0.975 0.054
C 2.431 -1.297 -0.987
C 1.430 -0.062 -1.031
C 0.513 -0.224 0.177
C -0.289 1.046 0.484
C -1.451 0.598 1.416
C -3.550 2.429 0.549
N -3.901 2.813 -0.601
N -2.748 0.479 0.690
O -3.982 -1.885 1.932
O -2.941 -2.943 0.182
O -4.491 3.847 -0.885
O -3.694 1.877 -1.618
H 5.067 -1.728 -1.206
H 4.831 -2.807 0.176
H 5.715 -1.213 0.264
H 3.731 0.095 0.018
H 3.096 -1.195 1.051
H 2.906 -1.420 -2.031
H 1.822 -2.086 -0.688
H 0.746 -0.111 -1.888
H 1.973 0.804 -1.021
H -0.053 -1.072 0.003
H 1.057 -0.377 1.060
H -0.649 1.640 -0.475
H 0.370 1.755 0.854
H -1.680 1.181 2.315
H -1.304 -0.398 1.634
H -3.385 2.837 1.472
H -4.033 2.260 -2.451
H -2.463 0.292 -0.342
*
```

Last place for stability: model x

Model w:
Here is a 7-piece molecular cluster, C20H57N3O7 overall from the Open Molecules 2025 dataset. Energies are from wB97M-V/def2-TZVPD.

As for the HOMO-LUMO gap: 9.19 eV. Its SMILES is COC[C@H](C)N.COC[C@H](C)N.COC[C@H](C)N.CCO.CCO.CCO.CCO.

Geometry as ORCA input:
```
! wB97M-V def2-TZVPD RIJCOSX def2/J DEFGRID3
* xyz 0 1
C -1.247 4.569 2.455
C -0.673 4.817 3.786
O 0.255 3.822 4.051
H -1.482 3.505 2.464
H -0.562 4.740 1.625
H -2.200 5.082 2.327
H -1.479 4.864 4.518
H -0.190 5.794 3.791
H 1.032 3.896 3.492
C -2.850 2.124 5.896
C -3.221 2.457 7.308
O -3.931 3.689 7.278
H -3.688 1.780 5.290
H -2.052 1.388 5.793
H -2.483 3.045 5.444
H -2.270 2.612 7.817
H -3.668 1.683 7.931
H -4.483 3.723 6.493
C -4.436 -3.056 -0.059
C -3.380 -2.107 0.430
O -2.476 -2.028 -0.648
H -4.106 -3.764 -0.820
H -5.279 -2.493 -0.459
H -4.961 -3.588 0.735
H -2.897 -2.580 1.285
H -3.825 -1.139 0.660
H -1.736 -1.430 -0.519
C 4.218 -1.613 -2.960
C 4.950 -0.454 -3.592
O 6.012 -1.034 -4.296
H 3.354 -1.746 -3.611
H 3.584 -1.356 -2.111
H 4.885 -2.429 -2.682
H 5.483 0.112 -2.828
H 4.338 0.240 -4.168
H 6.468 -0.317 -4.743
C -1.405 3.734 -1.128
C 0.140 3.559 -0.913
C 0.898 2.710 -1.953
O 2.282 2.437 -1.411
C 2.988 1.703 -2.336
N 0.755 4.876 -0.708
H -1.497 4.442 -1.952
H -2.051 4.188 -0.376
H -1.844 2.862 -1.613
H 0.281 3.038 0.034
H 1.004 3.173 -2.934
H 0.437 1.745 -2.160
H 4.015 1.603 -1.983
H 2.928 2.311 -3.239
H 2.644 0.669 -2.362
H 1.627 4.572 -0.299
H 0.986 5.350 -1.569
C 0.793 -5.474 -4.865
C -0.623 -5.418 -4.125
C -0.523 -4.723 -2.678
O 0.399 -3.628 -2.612
C 0.821 -3.295 -1.338
N -1.455 -4.478 -4.771
H 0.631 -6.141 -5.712
H 1.530 -5.889 -4.177
H 1.195 -4.500 -5.143
H -1.219 -6.330 -4.172
H -0.235 -5.555 -2.035
H -1.527 -4.588 -2.276
H 1.432 -4.175 -1.136
H -0.087 -3.202 -0.741
H 1.461 -2.421 -1.220
H -2.418 -4.773 -4.694
H -1.518 -3.707 -4.122
C -1.271 0.153 2.380
C -0.099 0.284 1.361
C 1.077 -0.673 1.817
O 2.199 -0.600 0.927
C 3.200 -1.542 1.302
N -0.456 -0.035 0.016
H -2.097 0.804 2.097
H -0.873 0.354 3.375
H -1.716 -0.840 2.451
H 0.345 1.265 1.529
H 0.678 -1.687 1.856
H 1.375 -0.399 2.829
H 3.479 -1.453 2.352
H 4.085 -1.331 0.703
H 2.966 -2.603 1.224
H -1.064 0.724 -0.255
H 0.324 0.093 -0.613
*
```

Model x:
Here is a 7-piece molecular cluster, C20H57N3O7 overall from the Open Molecules 2025 dataset. Energies are from wB97M-V/def2-TZVPD.

As for the HOMO-LUMO gap: 9.73 eV. Its SMILES is COC[C@H](C)N.COC[C@H](C)N.COC[C@H](C)N.CCO.CCO.CCO.CCO.

Geometry as ORCA input:
```
! wB97M-V def2-TZVPD RIJCOSX def2/J DEFGRID3
* xyz 0 1
C -11.670 17.102 -19.606
C -10.197 17.532 -19.461
O -9.686 18.351 -20.496
H -12.400 17.907 -19.527
H -11.917 16.278 -18.937
H -11.848 16.603 -20.559
H -9.506 16.690 -19.422
H -10.055 18.096 -18.540
H -10.205 18.293 -21.302
C -8.534 27.160 -17.718
C -8.887 25.816 -18.336
O -7.698 25.243 -18.833
H -7.595 27.298 -17.183
H -9.200 27.316 -16.869
H -8.712 27.926 -18.472
H -9.699 25.810 -19.062
H -9.286 25.195 -17.534
H -7.882 24.419 -19.289
C -14.894 9.783 -15.130
C -15.064 8.455 -15.913
O -14.240 7.508 -15.270
H -14.838 10.612 -15.834
H -14.064 9.749 -14.423
H -15.657 9.977 -14.377
H -14.892 8.434 -16.990
H -16.103 8.155 -15.775
H -14.353 6.873 -15.981
C -9.897 19.111 -27.020
C -11.433 19.273 -26.904
O -11.866 19.153 -25.538
H -9.460 20.001 -26.566
H -9.703 18.941 -28.079
H -9.532 18.247 -26.466
H -11.912 18.385 -27.318
H -11.819 20.073 -27.535
H -12.743 18.764 -25.495
C -17.756 15.982 -27.339
C -17.676 14.756 -26.521
C -17.470 13.437 -27.290
O -17.674 12.313 -26.428
C -17.430 11.060 -27.018
N -16.767 14.970 -25.431
H -16.811 16.035 -27.881
H -17.963 16.904 -26.795
H -18.609 15.999 -28.017
H -18.631 14.717 -25.996
H -16.459 13.503 -27.691
H -18.156 13.379 -28.136
H -16.447 11.154 -27.479
H -18.159 10.812 -27.790
H -17.358 10.179 -26.380
H -15.887 14.514 -25.627
H -17.075 14.579 -24.552
C -18.294 17.729 -13.870
C -17.228 18.087 -12.814
C -17.745 17.779 -11.408
O -16.726 18.052 -10.442
C -16.244 19.373 -10.286
N -16.040 17.328 -13.210
H -18.007 18.064 -14.867
H -19.325 18.076 -13.797
H -18.438 16.679 -14.124
H -16.961 19.134 -12.957
H -18.103 16.758 -11.270
H -18.555 18.465 -11.161
H -15.860 19.693 -9.318
H -16.989 20.138 -10.505
H -15.383 19.427 -10.953
H -15.298 17.629 -12.595
H -16.000 16.345 -12.984
C -8.414 10.361 -24.039
C -9.769 10.441 -23.311
C -9.485 10.112 -21.832
O -9.160 8.791 -21.498
C -8.871 8.420 -20.168
N -10.466 11.624 -23.728
H -7.969 9.366 -24.031
H -7.586 10.891 -23.570
H -8.552 10.710 -25.062
H -10.329 9.568 -23.646
H -10.405 10.314 -21.283
H -8.739 10.856 -21.556
H -8.164 9.129 -19.736
H -8.429 7.443 -20.360
H -9.890 8.362 -19.786
H -10.301 11.738 -24.718
H -9.970 12.426 -23.365
*
```

Last place for stability: model x

Model w:
Here is one molecule with the formula C2HBrF2S from the Open Molecules 2025 dataset. Energies are from wB97M-V/def2-TZVPD.

As for the HOMO-LUMO gap: 8.31 eV. Its SMILES is FC(F)(Br)C=S.

Geometry as ORCA input:
```
! wB97M-V def2-TZVPD RIJCOSX def2/J DEFGRID3
* xyz 0 1
C 0.823 0.073 -0.377
C -0.440 -0.047 0.402
F -0.918 1.099 0.875
F -0.330 -0.891 1.436
S 1.362 1.460 -0.984
Br -1.826 -0.819 -0.822
H 1.329 -0.875 -0.529
*
```

Model x:
Here is a 2-piece molecular cluster, C2HBrF2S overall from the Open Molecules 2025 dataset. Energies are from wB97M-V/def2-TZVPD.

As for the HOMO-LUMO gap (spin up / spin down): 5.41 / 9.46 eV.

Geometry as ORCA input:
```
! wB97M-V def2-TZVPD RIJCOSX def2/J DEFGRID3
* xyz 0 1
C -0.171 0.244 -0.494
C -0.892 -1.011 -0.044
F -0.951 1.388 -0.587
F -0.836 -2.179 -0.662
S 0.038 -0.393 1.245
Br 2.171 1.810 1.925
H 0.642 0.140 -1.383
*
```

Model y:
Here is one molecule with the formula C2HBrF2S from the Open Molecules 2025 dataset. Energies are from wB97M-V/def2-TZVPD.

As for the HOMO-LUMO gap: 8.31 eV. Its SMILES is FC(F)(Br)C=S.

Geometry as ORCA input:
```
! wB97M-V def2-TZVPD RIJCOSX def2/J DEFGRID3
* xyz 0 1
C 0.549 0.815 -0.115
C -0.444 -0.488 0.192
F -1.659 -0.213 -0.280
F -0.523 -0.822 1.484
S 1.898 1.529 0.481
Br 0.260 -2.035 -0.779
H -0.080 1.215 -0.983
*
```

Last place for stability: model x